10
Properties=species:S:1:pos:R:3 method="wB97M-V/def2-TZVPD"
F 2.45 0.51 0.00
C 1.73 -0.62 0.00
C 0.40 -0.61 0.00
C -0.40 0.61 0.00
C -1.72 0.62 -0.01
F -2.45 -0.51 0.00
H 2.35 -1.50 -0.01
H -0.15 -1.54 0.02
H 0.14 1.58 -0.02
H -2.34 1.51 0.04

32
Properties=species:S:1:pos:R:3 method="wB97M-V/def2-TZVPD" multiplicity=4 total_charge=-1
Co 0.87 0.87 -0.62
B 1.18 0.58 -2.89
H 0.44 0.53 -3.68
H 2.18 0.46 -3.28
H 1.09 1.55 -2.44
H 1.04 -0.06 -2.03
Cl 0.64 3.33 -0.32
Cl 3.24 0.53 -0.40
C 1.42 -2.55 0.17
O 0.63 -1.44 -0.25
C -0.74 -1.72 -0.17
C -1.55 -0.80 -1.12
N -1.32 0.67 -0.73
C -1.97 0.93 0.57
C -1.06 1.34 1.66
O 0.30 0.79 1.51
C 0.95 0.75 2.77
H 1.40 -2.67 1.25
H 2.46 -2.47 -0.14
H 1.04 -3.43 -0.35
H -1.13 -1.54 0.83
H -1.00 -2.73 -0.49
H -2.63 -0.88 -0.99
H -1.37 -1.02 -2.17
H -1.75 1.24 -1.45
H -2.73 0.18 0.79
H -2.61 1.82 0.52
H -1.59 1.02 2.56
H -0.91 2.42 1.66
H 0.40 0.27 3.58
H 1.19 1.78 3.03
H 1.90 0.24 2.60

Computed ΔE to the lowest compared entry with this formula, charge and spin (eV) in order:
0.0659 2.4678
Computed E_tot (eV) in order:
-9646.3863 -75463.2598